[1]
Formula: C42H56GeNO4P2RbSi3
Source: OMol25
Level of theory: wB97M-V/def2-TZVPD

Computed properties:
E_LUMO (spin up / spin down), hartree: -0.083 / -0.102
<S²>: 0.772
Orbital gap (spin up / spin down), eV: 6.70 / 7.61
Relative energy (zero: lowest compared OMol25 entry of this formula, charge and spin), eV: 0.7379
F_max, eV/A: 1.36
E_HOMO (spin up / spin down), Ha: -0.32895 / -0.38126

```
! wB97M-V def2-TZVPD RIJCOSX def2/J DEFGRID3
* xyz 1 2
Rb 0.30 -1.82 0.42
O 1.90 2.34 2.29
C 1.54 1.05 2.11
O 0.32 0.79 1.69
C 2.55 0.10 2.36
C 3.85 0.48 2.80
C 4.81 -0.47 2.93
C 4.52 -1.81 2.62
C 3.24 -2.11 2.22
N 2.26 -1.21 2.12
C 2.80 -3.50 1.78
O 3.60 -4.53 2.04
O 1.76 -3.67 1.20
H 1.21 2.91 1.92
H 4.05 1.52 3.02
H 5.81 -0.20 3.26
H 5.31 -2.55 2.66
H 4.37 -4.25 2.54
C 1.03 -2.58 -3.27
C -0.48 -2.34 -3.54
P -1.29 -1.29 -2.23
C -3.05 -1.82 -2.35
C -4.12 -0.98 -2.65
C -5.43 -1.45 -2.60
C -5.69 -2.77 -2.25
C -4.64 -3.62 -1.93
C -3.34 -3.14 -1.97
C -1.26 0.36 -3.02
C -0.67 1.40 -2.32
C -0.55 2.67 -2.89
C -1.03 2.89 -4.17
C -1.63 1.86 -4.88
C -1.73 0.60 -4.31
P 1.91 -1.18 -2.41
C 2.09 0.11 -3.69
C 1.73 -0.03 -5.03
C 1.94 1.01 -5.93
C 2.51 2.19 -5.51
C 2.88 2.34 -4.17
C 2.66 1.31 -3.27
C 3.62 -1.84 -2.37
C 4.24 -1.99 -1.13
C 5.53 -2.51 -1.03
C 6.21 -2.88 -2.17
C 5.62 -2.71 -3.42
C 4.33 -2.20 -3.52
H 1.56 -2.84 -4.18
H 1.15 -3.42 -2.59
H -1.01 -3.29 -3.58
H -0.62 -1.85 -4.50
H -3.94 0.05 -2.91
H -6.25 -0.78 -2.84
H -6.71 -3.13 -2.22
H -4.84 -4.64 -1.64
H -2.52 -3.81 -1.70
H -0.27 1.22 -1.33
H -0.08 3.47 -2.34
H -0.94 3.87 -4.62
H -2.01 2.03 -5.88
H -2.20 -0.20 -4.88
H 1.28 -0.96 -5.38
H 1.65 0.88 -6.97
H 2.68 3.00 -6.21
H 3.34 3.27 -3.84
H 2.94 1.43 -2.23
H 3.71 -1.68 -0.24
H 6.00 -2.61 -0.05
H 7.22 -3.28 -2.10
H 6.16 -2.98 -4.32
H 3.89 -2.05 -4.50
C 0.76 0.24 5.50
Si -0.77 -0.31 4.60
C -0.56 -2.03 3.94
C -2.25 -0.23 5.73
Ge -1.24 1.20 2.81
Si -3.27 0.65 1.63
C -3.51 -1.17 1.33
C -4.53 1.19 2.90
C -3.52 1.59 0.05
Si -1.13 3.58 3.15
C -2.77 4.17 3.80
C -0.86 4.33 1.45
C 0.20 4.04 4.36
H 1.05 -0.53 6.23
H 0.59 1.18 6.04
H 1.61 0.39 4.82
H -0.59 -2.73 4.78
H 0.40 -2.15 3.42
H -1.37 -2.31 3.25
H -2.03 -0.74 6.67
H -3.12 -0.73 5.28
H -2.53 0.80 5.97
H -3.64 -1.71 2.27
H -2.69 -1.64 0.79
H -4.41 -1.32 0.72
H -4.34 0.72 3.87
H -5.53 0.88 2.57
H -4.54 2.27 3.04
H -2.88 1.21 -0.75
H -3.32 2.66 0.16
H -4.56 1.46 -0.26
H -3.54 4.16 3.03
H -2.67 5.20 4.16
H -3.12 3.56 4.64
H -1.81 4.30 0.90
H -0.13 3.83 0.81
H -0.57 5.38 1.55
H -0.22 4.05 5.37
H 0.59 5.04 4.15
H 1.04 3.34 4.35
*
```

---

[2]
Formula: C42H56GeNO4P2RbSi3
Source: OMol25
Level of theory: wB97M-V/def2-TZVPD

Computed properties:
E_LUMO (spin up / spin down), hartree: -0.077 / -0.097
<S²>: 0.776
Orbital gap (spin up / spin down), eV: 6.73 / 7.72
Relative energy (zero: lowest compared OMol25 entry of this formula, charge and spin), eV: 0.7085
F_max, eV/A: 1.21
E_HOMO (spin up / spin down), Ha: -0.32394 / -0.38069

```
! wB97M-V def2-TZVPD RIJCOSX def2/J DEFGRID3
* xyz 1 2
Rb 0.01 0.72 -0.73
O -3.06 3.89 -3.61
C -2.35 3.16 -2.75
O -1.88 2.08 -3.03
C -2.18 3.81 -1.42
C -2.40 5.17 -1.22
C -2.15 5.68 0.06
C -1.73 4.85 1.06
C -1.56 3.46 0.78
N -1.78 2.97 -0.47
C -1.19 2.50 1.75
O -0.87 2.85 3.02
O -1.16 1.22 1.52
H -3.13 3.43 -4.45
H -2.74 5.80 -2.03
H -2.30 6.74 0.25
H -1.54 5.25 2.05
H -1.00 3.79 3.17
C 4.31 0.03 -1.62
C 4.13 -1.39 -1.08
P 2.45 -1.67 -0.29
C 2.94 -2.92 0.96
C 2.46 -4.22 1.02
C 2.88 -5.08 2.04
C 3.77 -4.64 3.00
C 4.22 -3.33 2.98
C 3.80 -2.47 1.97
C 1.66 -2.68 -1.61
C 0.39 -2.31 -2.05
C -0.25 -3.00 -3.07
C 0.38 -4.10 -3.65
C 1.63 -4.49 -3.21
C 2.27 -3.78 -2.20
P 2.76 0.82 -2.22
C 2.39 0.01 -3.82
C 3.15 -1.00 -4.41
C 2.73 -1.58 -5.60
C 1.57 -1.15 -6.22
C 0.81 -0.14 -5.64
C 1.21 0.43 -4.44
C 3.47 2.42 -2.79
C 3.19 3.57 -2.06
C 3.74 4.79 -2.42
C 4.56 4.87 -3.53
C 4.84 3.73 -4.28
C 4.29 2.51 -3.91
H 5.09 0.08 -2.38
H 4.63 0.69 -0.80
H 4.90 -1.62 -0.34
H 4.23 -2.12 -1.89
H 1.75 -4.58 0.29
H 2.52 -6.10 2.06
H 4.11 -5.32 3.77
H 4.90 -2.96 3.74
H 4.14 -1.44 1.97
H -0.12 -1.47 -1.59
H -1.23 -2.69 -3.41
H -0.11 -4.64 -4.44
H 2.12 -5.34 -3.65
H 3.25 -4.10 -1.86
H 4.07 -1.34 -3.95
H 3.32 -2.36 -6.05
H 1.26 -1.59 -7.16
H -0.11 0.19 -6.12
H 0.61 1.21 -3.99
H 2.54 3.50 -1.19
H 3.52 5.68 -1.84
H 4.99 5.82 -3.82
H 5.48 3.79 -5.15
H 4.50 1.62 -4.50
C -3.44 -0.74 -0.71
Si -4.13 -0.10 0.94
C -4.96 1.56 0.60
C -5.36 -1.35 1.64
Ge -2.40 0.06 2.63
Si -2.84 1.31 4.68
C -3.71 2.94 4.23
C -4.07 0.29 5.68
C -1.27 1.48 5.71
Si -1.12 -1.98 2.91
C -2.25 -2.91 4.11
C 0.61 -1.75 3.64
C -1.00 -3.01 1.33
H -4.27 -1.04 -1.36
H -2.79 -1.61 -0.59
H -2.88 0.05 -1.23
H -5.86 1.41 -0.01
H -4.29 2.21 0.05
H -5.26 2.07 1.52
H -6.19 -1.51 0.96
H -5.77 -1.01 2.59
H -4.88 -2.32 1.81
H -4.79 2.80 4.26
H -3.45 3.29 3.23
H -3.46 3.73 4.94
H -4.96 0.01 5.10
H -4.41 0.86 6.55
H -3.62 -0.63 6.06
H -0.37 1.38 5.10
H -1.24 0.70 6.48
H -1.21 2.45 6.22
H -2.27 -2.43 5.10
H -1.94 -3.94 4.25
H -3.27 -2.91 3.73
H 0.60 -1.04 4.47
H 1.30 -1.37 2.88
H 1.00 -2.70 4.00
H -1.99 -3.22 0.91
H -0.52 -3.97 1.55
H -0.40 -2.52 0.56
*
```